Entry from the Open Molecules 2025 dataset: a molecular structure, C20H20Br2N3O8W (wB97M-V/def2-TZVPD).

Summary:
Net charge: +1
Spin multiplicity: 3
Max |F| (eV/Å): 0.6
E (Ha): -6755.383303

The geometry in XYZ format:
```
54
C20H20Br2N3O8W wB97M-V/def2-TZVPD
W 0.1352 0.4137 0.4861
O -0.3654 3.5607 -1.4243
C -0.6434 2.3951 -1.4336
O 0.2530 1.4151 -1.2184
C -2.0556 1.8724 -1.6403
C -2.0107 0.3826 -1.9964
C -3.4022 -0.1561 -2.3225
C -4.0448 -0.2853 -0.9181
C -2.9640 0.3157 -0.0344
O -1.7466 -0.1976 -0.6767
C -2.8429 1.8327 -0.2796
C -2.1053 2.5304 0.8583
O -2.5193 3.5154 1.3975
O -1.0108 1.8820 1.2661
H -2.5677 2.4863 -2.3763
H -1.2165 0.0956 -2.6762
H -3.3444 -1.1182 -2.8259
H -3.9375 0.5350 -2.9713
H -4.2083 -1.3276 -0.6516
H -4.9885 0.2472 -0.8207
H -2.9710 0.0041 1.0058
H -3.8169 2.3066 -0.3669
C 2.7337 4.1619 0.9477
O 2.3838 3.4283 2.1611
C 1.8359 2.2746 1.9944
O 1.7431 1.6939 0.8910
N 1.3717 1.6618 3.0940
N 0.5984 0.5273 2.8150
H 3.0171 5.1484 1.2927
H 1.8703 4.2068 0.2872
H 3.5682 3.6687 0.4567
H 1.2975 2.1376 3.9806
H -0.3619 0.6827 3.1183
H 0.9741 -0.2945 3.2791
C 3.0765 0.1723 -1.4981
C 2.4946 -1.1397 -1.0726
C 3.1326 -2.3197 -1.4992
C 2.6965 -3.5503 -1.1095
C 1.5885 -3.6418 -0.2418
C 1.0398 -4.8438 0.2685
Br 1.7896 -6.5058 -0.2233
C -0.0276 -4.8263 1.1207
C -0.5993 -3.6040 1.5079
Br -2.0656 -3.5585 2.6882
C -0.1038 -2.4126 1.0378
O -0.5904 -1.2182 1.3751
C 0.9926 -2.4316 0.1488
N 1.4242 -1.1864 -0.2765
H 3.3720 0.1273 -2.5458
H 3.9819 0.3640 -0.9168
H 2.3902 0.9977 -1.3643
H 3.9892 -2.2269 -2.1522
H 3.1953 -4.4477 -1.4486
H -0.4347 -5.7513 1.5032
```


Entry from the Open Molecules 2025 dataset: a single C20H20BrClF2N2O molecule (wB97M-V/def2-TZVPD).

Summary:
Net charge: 0
Max |F| (eV/Å): 0.2
E (Ha): -4192.850650

The geometry in XYZ format:
```
47
C20H20BrClF2N2O wB97M-V/def2-TZVPD
C -1.1933 2.8735 -3.8967
C -1.7978 3.0761 -2.5341
C -1.8395 4.3450 -1.9683
C -2.3976 4.5666 -0.7174
C -2.9264 3.4937 -0.0372
F -3.4790 3.6885 1.1767
C -2.9011 2.2206 -0.5668
C -2.3286 2.0029 -1.8133
C -2.2671 0.5982 -2.3525
N -0.9105 0.0576 -2.3841
C -0.3318 -0.2280 -1.0758
C 0.4857 0.9524 -0.5553
C 1.1905 0.6132 0.7434
F 0.2263 0.3988 1.7401
C 2.0160 -0.6541 0.6020
N 1.1862 -1.7280 0.1045
C 0.8455 -2.8526 0.7885
O 0.0872 -3.6923 0.3359
C 1.4792 -3.0638 2.1364
C 0.9992 -2.4108 3.2632
C 1.5487 -2.6798 4.5040
C 2.5848 -3.5916 4.6258
Br 3.3130 -3.9129 6.3383
C 3.0644 -4.2469 3.5000
Cl 4.3492 -5.3966 3.6010
C 2.5055 -3.9838 2.2592
C 0.5664 -1.4546 -1.1812
H -1.9344 2.4880 -4.6016
H -0.8072 3.8104 -4.2944
H -0.3804 2.1485 -3.8557
H -1.4312 5.1853 -2.5161
H -2.4314 5.5552 -0.2786
H -3.3150 1.3994 0.0071
H -2.9457 -0.0363 -1.7633
H -2.6456 0.5951 -3.3785
H -0.9127 -0.7805 -2.9514
H -1.1162 -0.4742 -0.3422
H 1.2418 1.2165 -1.3024
H -0.1350 1.8366 -0.4129
H 1.8166 1.4415 1.0802
H 2.8120 -0.4604 -0.1269
H 2.4980 -0.9331 1.5346
H 0.1991 -1.6889 3.1759
H 1.1765 -2.1775 5.3858
H 2.8741 -4.5155 1.3919
H -0.0009 -2.3334 -1.4737
H 1.3621 -1.2678 -1.9139
```


Entry from the Open Molecules 2025 dataset: a single C20H20BrClN4O2 molecule in a non-equilibrium geometry (wB97M-V/def2-TZVPD).

Summary:
Net charge: 0
Max |F| (eV/Å): 6.8
E (Ha): -4177.703574

The geometry in XYZ format:
```
48
C20H20BrClN4O2 wB97M-V/def2-TZVPD
O -3.3560 0.0876 -0.7725
Cl -2.4222 -7.4397 1.5248
Br 2.8238 0.0969 -0.0361
N 3.6957 3.3393 -2.5268
O -0.2030 1.7512 -0.6659
C -2.3968 0.6655 -0.2427
C 4.0166 2.2101 -1.9034
C -1.6150 1.3545 -2.4434
C -0.3585 1.8385 -3.0492
C 2.8301 1.5951 -1.3482
C -1.4316 1.2957 -1.1277
C 0.4133 2.0609 -1.8618
C 1.7858 2.3750 -1.7614
C -0.9626 -5.2705 1.6925
C -3.2303 -4.9585 2.3837
C -0.8265 -3.8887 1.6410
C -3.0271 -3.5087 2.4282
C -2.1601 -5.7950 1.9126
C -1.8669 -2.9898 1.8798
N 2.3803 3.5532 -2.2856
N -1.4319 0.2036 4.0828
N -2.2466 0.7761 1.1617
C 1.7808 4.8722 -2.6436
C -0.4229 -0.8324 3.9636
C -0.1173 -1.0708 2.5478
C -2.7223 -0.1394 3.4201
C -1.3879 -1.5346 1.7944
C -2.5226 -0.5189 1.9029
H 4.9528 1.6782 -1.9316
H -2.5118 1.0858 -3.0676
H -0.2355 1.8630 -4.0696
H -0.1510 -5.9825 1.3396
H -4.3572 -5.1888 2.5602
H -0.0346 -3.5926 1.1102
H -3.8760 -2.8535 2.6307
H -1.6484 0.4866 5.0314
H -1.3516 1.1765 1.5434
H 2.6543 5.4392 -2.9135
H 1.2513 5.2011 -1.7300
H 1.0035 5.0270 -3.3687
H 0.4619 -0.5227 4.5141
H -0.7068 -1.7316 4.4882
H 0.2417 -0.1097 2.1074
H 0.7335 -1.6985 2.4919
H -3.4135 0.6515 3.3972
H -3.2035 -0.9440 4.0293
H -1.0269 -1.4530 0.7479
H -3.4827 -0.9505 1.4794
```


Entry from the Open Molecules 2025 dataset: a molecular structure, C20H20Cl2N3O3Pd (wB97M-V/def2-TZVPD).

Summary:
Net charge: +1
Max |F| (eV/Å): 0.3
E (Ha): -2212.241821

The geometry in XYZ format:
```
49
C20H20Cl2N3O3Pd wB97M-V/def2-TZVPD
Pd 0.1968 0.8293 -0.4027
Cl 0.9845 -1.7985 -4.5291
C -0.4896 -1.5131 -3.6889
C -1.6793 -2.0980 -4.1581
C -2.8673 -1.9092 -3.5109
Cl -4.3090 -2.6519 -4.1142
C -2.9268 -1.1167 -2.3405
C -4.0825 -0.8747 -1.5687
C -3.9972 -0.1103 -0.4377
C -2.7606 0.4345 -0.0623
N -1.6708 0.2405 -0.7699
C -1.7232 -0.5346 -1.9004
C -0.4819 -0.7161 -2.5622
O 0.5956 -0.1341 -2.0726
H -1.6394 -2.7113 -5.0476
H -5.0255 -1.3038 -1.8784
H -4.8649 0.0823 0.1761
H -2.6621 1.0359 0.8319
C 4.1933 1.9926 0.8123
C 3.1720 1.0213 0.2864
O 2.1319 1.4765 -0.2295
N 3.4716 -0.2694 0.4033
C 2.7151 -1.4043 -0.1219
C 1.7641 -1.9934 0.8914
C 1.9331 -3.2720 1.3994
C 1.0136 -3.7517 2.3215
C -0.0361 -2.9340 2.7030
C -0.1197 -1.6687 2.1411
N 0.7533 -1.2023 1.2550
H 3.9340 2.9915 0.4774
H 5.1966 1.7392 0.4731
H 4.1849 1.9697 1.9034
H 4.3298 -0.4749 0.8899
H 3.4373 -2.1510 -0.4492
H 2.1655 -1.0723 -1.0030
H 2.7653 -3.8823 1.0742
H 1.1179 -4.7463 2.7340
H -0.7766 -3.2631 3.4181
H -0.9272 -0.9970 2.4156
C -0.5558 3.9655 0.1635
C -0.5602 3.0898 1.3684
C -0.9294 3.6860 2.6877
O -0.2564 1.8973 1.3253
H -0.1158 4.9318 0.4137
H -1.5944 4.1629 -0.1202
H -0.0353 3.5025 -0.6717
H -1.5401 4.5784 2.5709
H -0.0023 3.9785 3.1888
H -1.4270 2.9490 3.3140
```


Entry from the Open Molecules 2025 dataset: a molecular structure, C20H20Cl3CoN10S4Se (wB97M-V/def2-TZVPD).

Summary:
Net charge: -1
Spin multiplicity: 4
Max |F| (eV/Å): 0.6
E (Ha): -8079.334490

The geometry in XYZ format:
```
59
C20H20Cl3CoN10S4Se wB97M-V/def2-TZVPD
Co 1.0176 -0.1206 -0.3393
C -0.9738 4.8839 0.2680
N -0.0628 3.8753 0.7836
C 1.2263 4.4198 1.1925
C -0.0818 2.5907 0.2782
N 0.9403 1.9077 -0.0578
N -1.3777 2.0642 0.2414
C -1.7932 0.8118 -0.1700
N -3.1349 0.5792 -0.0018
N -0.9948 -0.0410 -0.6892
H -1.1476 5.6365 1.0376
H -1.9337 4.4640 -0.0233
H -0.5507 5.3837 -0.6114
H 1.0336 5.2588 1.8623
H 1.8349 4.7492 0.3470
H 1.8021 3.6642 1.7215
H 1.8650 2.3899 -0.0657
H -2.0604 2.6093 0.7370
H -3.6198 1.1052 0.7069
H -3.4002 -0.4051 -0.0354
H -1.4510 -0.9317 -0.8870
S -7.3322 -5.1305 0.9241
C -5.9697 -4.1892 0.7265
S -4.3858 -4.8833 0.8687
C -3.6341 -3.3561 0.4849
N -4.5071 -2.4151 0.2753
N -5.8143 -2.8790 0.4155
C -6.8239 -1.9013 0.1703
C -6.4691 -0.7350 -0.5120
C -7.4189 0.2381 -0.7674
C -8.7320 0.0757 -0.3491
C -9.0766 -1.0770 0.3361
C -8.1376 -2.0644 0.6006
S -1.9395 -3.1742 0.4149
H -5.4532 -0.6066 -0.8455
H -7.1244 1.1314 -1.3043
H -9.4733 0.8368 -0.5552
H -10.0932 -1.2226 0.6789
H -8.4223 -2.9519 1.1384
Se -0.5598 -1.1411 2.7426
N 0.8038 -0.4372 1.8110
C 1.6175 0.1560 2.6719
C 2.8070 0.8772 2.3228
C 3.5398 1.4239 3.3191
C 3.1617 1.3048 4.7014
C 2.0402 0.6495 5.0753
C 1.2215 0.0570 4.0579
N 0.0858 -0.5691 4.2864
H 3.1062 1.0152 1.2911
H 4.4362 1.9726 3.0592
H 3.7906 1.7661 5.4524
H 1.7339 0.5631 6.1087
S 1.9915 -1.9255 -1.3940
Cl 6.1641 -1.2495 1.1820
C 5.4835 -0.5944 -0.2715
Cl 3.8980 2.8644 -0.3083
Cl 6.5674 0.1817 -1.3552
C 4.1968 -0.6450 -0.4764
N 2.9956 -0.7080 -0.6505
```